Record 1
91
Properties=species:S:1:pos:R:3:lowdin_charge:R:1 method="wB97M-V/def2-TZVPD" charge=-2 homo_lumo_gap_ev=4.270 e_above_lowest_kj_mol=0.0
Sr -0.0011 -0.7971 0.1640 1.45
C 1.4054 -2.1732 -2.0885 -0.14
C 2.6428 -1.6459 -1.6344 -0.17
C 2.8516 -0.4190 -2.3452 -0.15
C 1.7310 -0.2455 -3.1906 -0.07
C 0.8364 -1.3186 -3.0488 -0.27
C -0.2765 -1.6762 -4.0114 -0.56
C -1.0690 -2.8876 -3.5162 -0.06
C -1.2451 -0.5081 -4.2167 -0.05
C 0.3409 -2.0300 -5.3744 -0.06
C 4.0205 0.5741 -2.4423 -0.51
C 4.9567 0.1312 -3.5841 -0.06
C 3.5053 1.9799 -2.8036 -0.07
C 4.8559 0.7846 -1.1751 -0.06
C 3.5204 -2.4338 -0.6596 -0.52
C 2.8895 -3.8047 -0.3593 -0.07
C 3.6755 -1.7441 0.7069 -0.04
C 4.8931 -2.7451 -1.2770 -0.06
H 0.9892 -3.1301 -1.8049 0.08
H 1.5924 0.5778 -3.8796 0.09
H -1.4249 -2.7264 -2.4987 0.06
H -0.4525 -3.7875 -3.5073 0.08
H -1.9335 -3.0718 -4.1635 0.08
H -1.7618 -0.2820 -3.2859 0.05
H -1.9969 -0.7542 -4.9759 0.07
H -0.7188 0.3950 -4.5352 0.08
H 1.0611 -2.8420 -5.2561 0.08
H 0.8746 -1.1709 -5.7863 0.07
H -0.4296 -2.3422 -6.0904 0.07
H 4.3970 0.0627 -4.5197 0.08
H 5.3844 -0.8519 -3.3835 0.06
H 5.7780 0.8458 -3.7155 0.07
H 3.0303 2.0106 -3.7846 0.06
H 4.3457 2.6818 -2.8225 0.07
H 2.7934 2.3160 -2.0500 0.07
H 5.3309 -0.1232 -0.8127 0.05
H 4.2451 1.2068 -0.3820 0.06
H 5.6539 1.5033 -1.3948 0.08
H 1.8978 -3.7132 0.0878 0.05
H 3.5202 -4.3437 0.3540 0.08
H 2.7954 -4.4081 -1.2649 0.09
H 2.7343 -1.7959 1.2622 0.06
H 3.9543 -0.6974 0.6278 0.05
H 4.4249 -2.2661 1.3132 0.08
H 4.7505 -3.2698 -2.2251 0.09
H 5.4748 -3.3887 -0.6072 0.07
H 5.4829 -1.8562 -1.4806 0.04
O -2.0607 -0.9572 4.1115 -0.02
C -1.5457 -0.3676 3.1407 -0.65
O -1.9058 -0.4703 1.9401 -0.12
C -0.3122 0.4909 3.3985 -0.19
C 0.1133 0.8136 4.6798 -0.01
C 1.2741 1.5597 4.8126 -0.07
C 1.9742 1.9419 3.6788 -0.01
C 1.4927 1.5432 2.4391 -0.17
N 0.3737 0.8430 2.3231 0.11
C 2.2040 1.8652 1.1253 -0.64
O 3.0217 2.7924 1.1348 -0.01
O 1.8572 1.1284 0.1551 -0.15
H -2.0848 -2.5160 3.1871 0.02
H -0.4604 0.4592 5.5243 0.11
H 1.6375 1.8311 5.7979 0.09
H 2.8822 2.5278 3.7183 0.11
Se -6.8833 3.1758 -2.4203 1.03
N -5.1536 3.6426 -2.3443 -0.24
C -4.4916 2.5897 -1.9542 -0.33
C -3.0456 2.5656 -1.7577 -0.09
C -2.2503 3.6870 -1.9972 -0.01
C -0.8963 3.5985 -1.7924 -0.02
C -0.3669 2.3938 -1.3218 -0.07
N -1.1195 1.3314 -1.0775 0.09
C -2.4347 1.3917 -1.3118 -0.15
C -3.2252 0.1498 -1.1001 -0.15
N -2.5568 -0.9601 -0.7613 0.07
C -3.2498 -2.0708 -0.5506 -0.10
C -4.6365 -2.1425 -0.6893 -0.02
C -5.3230 -1.0175 -1.0673 -0.01
C -4.6111 0.1604 -1.2824 -0.09
C -5.2741 1.3907 -1.7064 -0.33
N -6.5590 1.4906 -1.9011 -0.24
H -2.7172 4.6005 -2.3429 0.11
H -0.2362 4.4356 -1.9724 0.11
H 0.6917 2.2621 -1.1172 0.09
H -2.6643 -2.9281 -0.2432 0.08
H -5.1435 -3.0775 -0.4954 0.11
H -6.3976 -1.0187 -1.1982 0.11
O -2.0034 -3.3988 2.7401 -0.25
Se -0.4776 -3.6031 1.9422 0.83
O -0.7737 -3.4560 0.3430 -0.53
O 0.4626 -2.3549 2.4009 -0.49
O 0.0052 -5.0663 2.3686 -0.45


Record 2
80
Properties=species:S:1:pos:R:3:lowdin_charge:R:1 method="wB97M-V/def2-TZVPD" homo_lumo_gap_ev=3.809
C -2.4166 -0.9525 -2.6513 -0.03
C -2.1116 0.3866 -3.3043 -0.49
C -2.5474 0.3145 -4.7668 -0.02
C -2.7242 1.6183 -2.4693 -0.49
C -2.9364 2.8322 -3.3706 -0.02
C -4.0414 1.3259 -1.7590 -0.03
O -1.7357 1.8845 -1.4922 0.03
B -0.4729 1.4823 -2.0895 -0.76
C 0.3332 2.8238 -2.6124 -0.10
C 0.8880 2.8872 -3.8873 -0.04
C 1.4783 4.0813 -4.3491 -0.09
C 1.5268 5.2140 -3.5322 -0.12
C 0.9458 5.1515 -2.2617 -0.10
C 0.3416 3.9617 -1.8133 -0.06
C 0.4473 0.4874 -0.8474 -0.06
C 1.7205 0.1693 -1.5142 -0.27
C 2.8892 0.9337 -1.3188 -0.05
C 4.0125 0.7012 -2.1220 -0.10
C 3.9989 -0.3130 -3.0851 -0.12
C 2.8339 -1.0595 -3.2996 -0.09
C 1.7129 -0.8437 -2.4986 -0.05
O -0.7178 0.6075 -3.2350 0.02
H -3.4755 -1.2176 -2.7615 0.08
H -1.8145 -1.7299 -3.1372 0.09
H -2.1579 -0.9338 -1.5863 0.08
H -3.6280 0.1166 -4.8359 0.09
H -2.3269 1.2378 -5.3181 0.08
H -2.0265 -0.5118 -5.2712 0.09
H -3.7952 2.6706 -4.0382 0.09
H -3.1492 3.7139 -2.7530 0.09
H -2.0454 3.0494 -3.9740 0.09
H -4.8290 1.0629 -2.4795 0.09
H -3.9385 0.5111 -1.0326 0.07
H -4.3715 2.2244 -1.2195 0.08
H 0.8675 2.0245 -4.5543 0.11
H 1.8976 4.1188 -5.3558 0.09
H 2.0060 6.1366 -3.8829 0.09
H 0.9532 6.0305 -1.6134 0.09
H -0.1390 3.9514 -0.8351 0.10
H 0.5699 1.0416 0.0996 0.08
H -0.1845 -0.3996 -0.7541 0.07
H 2.8793 1.7302 -0.5631 0.11
H 4.8924 1.3409 -2.0103 0.10
H 4.8732 -0.4812 -3.7184 0.09
H 2.7693 -1.7884 -4.1060 0.09
H 0.7988 -1.4305 -2.6321 0.11
C -2.5408 1.9689 4.0834 0.02
N -1.6664 0.8259 3.9011 -0.05
C -1.0055 0.5276 2.7622 0.10
C -0.2909 -0.6893 2.9168 -0.10
C 0.5115 -1.2744 1.9407 0.13
C 1.3682 -2.3996 2.1688 -0.18
C 2.0907 -2.5367 3.3813 -0.04
C 2.8702 -3.6497 3.6413 -0.03
C 3.0007 -4.6607 2.6819 -0.25
C 3.8384 -5.8684 2.9905 -0.04
C 2.3372 -4.5294 1.4518 -0.02
C 1.5685 -3.4072 1.1774 0.02
C -0.6202 -1.1631 4.2741 -0.09
C -0.3991 -2.3141 5.0221 -0.01
C -0.9149 -2.4042 6.3290 -0.06
C -1.6988 -1.3806 6.8802 -0.06
C -1.9852 -0.2283 6.1261 0.00
C -1.4399 -0.1618 4.8570 -0.16
H -2.9527 1.9443 5.0934 0.08
H -1.9882 2.9082 3.9403 0.11
H -3.3693 1.9483 3.3591 0.11
H -1.0590 1.1774 1.8940 0.16
H 0.4694 -0.8598 0.9478 0.08
H 2.0131 -1.7436 4.1294 0.13
H 3.3644 -3.7523 4.6100 0.13
H 3.8362 -6.5583 2.1439 0.08
H 4.8679 -5.5584 3.2025 0.09
H 3.4609 -6.3918 3.8777 0.09
H 2.4241 -5.3293 0.7133 0.12
H 1.0808 -3.2855 0.2084 0.13
H 0.1736 -3.1339 4.5958 0.11
H -0.6971 -3.2978 6.9211 0.11
H -2.0946 -1.4708 7.8909 0.11
H -2.6037 0.5861 6.4991 0.11


Record 3
84
Properties=species:S:1:pos:R:3:lowdin_charge:R:1 method="wB97M-V/def2-TZVPD" charge=-1 homo_lumo_gap_ev=4.964 e_above_lowest_kj_mol=0.0
Ba -0.9898 1.9206 -0.7125 1.14
C -1.2758 1.8923 3.0443 -0.05
C 0.0379 1.9763 3.8656 -0.24
C 1.2998 3.4964 5.4076 -0.13
C 0.0602 2.9616 4.7762 -0.10
C 1.0604 0.9782 3.5857 -0.18
C 0.7488 -0.2820 3.0267 -0.02
C 1.7797 -1.1917 2.7945 -0.08
C 3.1309 -0.8155 2.9270 -0.11
C 3.4039 0.2430 3.7701 -0.07
C 2.3270 1.0846 4.1269 -0.03
H -1.9033 2.7532 3.2383 0.07
H -1.7802 0.9806 3.3458 0.07
H -0.9861 1.7186 1.9747 -0.01
H 0.9940 4.3947 5.9134 0.06
H 2.0386 3.9425 4.7554 0.09
H 1.7456 2.8186 6.1278 0.07
H -0.8315 3.6533 4.7810 0.12
H -0.2356 -0.5907 2.8476 0.09
H 1.5925 -2.0999 2.2047 0.10
H 3.8749 -1.5226 2.5383 0.12
H 4.4075 0.4993 4.1344 0.11
H 2.5036 1.8738 4.8706 0.07
S 1.7052 1.5826 -1.4832 -0.47
Sb 2.1103 -1.4006 -1.4137 1.29
C 4.0062 -0.6364 -0.8894 -0.45
C 5.1947 -0.9503 -1.5078 -0.16
C 6.4014 -0.4067 -1.1079 -0.11
C 6.4499 0.4880 -0.0456 -0.12
C 5.2843 0.8788 0.5467 -0.10
C 4.0805 0.2975 0.1535 -0.22
C 2.6183 -3.5733 -1.4917 -0.40
C 1.6074 -4.4941 -1.7583 -0.18
C 1.9167 -5.8543 -1.7687 -0.12
C 3.2113 -6.3110 -1.5194 -0.11
C 4.1860 -5.3680 -1.1359 -0.10
C 3.8642 -4.0355 -1.0858 -0.14
C 1.8617 -1.2220 -3.6202 -0.33
C 1.9454 -2.3804 -4.3921 -0.16
C 1.6868 -2.3643 -5.7523 -0.12
C 1.5167 -1.1540 -6.3984 -0.12
C 1.4461 0.0155 -5.6381 -0.10
C 1.5629 -0.0063 -4.2591 -0.18
H 5.1467 -1.5798 -2.4138 0.11
H 7.2917 -0.7135 -1.6495 0.09
H 7.4142 0.9021 0.2886 0.10
H 5.3031 1.6602 1.3033 0.10
H 3.1891 0.6303 0.6136 0.02
H 0.5778 -4.1531 -2.0448 0.11
H 1.1398 -6.6097 -1.9525 0.09
H 3.4313 -7.3823 -1.5203 0.09
H 5.1058 -5.7424 -0.8529 0.07
H 4.6502 -3.3334 -0.7899 0.08
H 2.1186 -3.3582 -3.9288 0.07
H 1.7984 -3.2834 -6.3623 0.10
H 1.5496 -1.1048 -7.4603 0.08
H 1.2689 0.9786 -6.0924 0.09
H 1.4020 0.8876 -3.7254 -0.06
C -6.7713 3.1895 0.4098 -0.15
C -5.6288 3.5544 -0.5012 -0.21
N -4.5623 2.5860 -0.3960 0.04
C -4.7427 1.2502 -0.1021 -0.37
N -3.7181 0.4308 -0.2547 -0.04
C -4.0891 -0.9803 -0.2165 -0.24
C -5.0400 -1.2789 0.9540 -0.18
C -6.3090 -0.5272 0.6984 -0.18
N -6.0165 0.8444 0.2766 -0.05
C -7.1609 1.7219 0.1242 -0.16
H -7.6514 3.8627 0.1656 0.13
H -6.4209 3.2705 1.4276 0.11
H -5.2015 4.5316 -0.2777 0.12
H -6.0234 3.5360 -1.5164 0.12
H -3.8564 2.7509 -1.1240 -0.02
H -3.1629 -1.5956 -0.2026 0.11
H -4.5739 -1.1835 -1.1785 0.11
H -4.5549 -0.9120 1.8911 0.12
H -5.2470 -2.3464 1.0581 0.11
H -6.9567 -0.4417 1.5765 0.12
H -6.8296 -1.0851 -0.0635 0.12
H -7.8874 1.3792 0.8562 0.11
H -7.6731 1.6032 -0.8483 0.13
S -2.5409 3.8391 -2.7990 0.40
C -2.2823 4.8417 -1.5242 -1.08
N -2.1451 5.5701 -0.6227 0.02


Record 4
92
Properties=species:S:1:pos:R:3:lowdin_charge:R:1 method="wB97M-V/def2-TZVPD" charge=-1 homo_lumo_gap_ev=4.670 e_above_lowest_kj_mol=56.5
Cs 1.3651 0.2663 -0.2184 1.09
C -0.0308 -3.0413 3.1410 -0.51
C 1.2903 -2.4031 3.5649 -0.53
S 1.4292 -0.6149 3.3669 0.86
C 0.0325 -0.0617 4.3683 -0.54
C -0.0311 1.4650 4.3809 -0.53
S -0.3916 2.2616 2.7942 0.84
C -2.1993 2.3176 2.8193 -0.54
C -2.9363 0.9819 2.8633 -0.53
S -2.4290 -0.0855 1.4944 0.87
C -2.9045 -1.6905 2.1786 -0.53
C -2.2157 -2.8315 1.4317 -0.55
S -0.4061 -2.7761 1.3862 0.83
H -0.8510 -2.6410 3.7369 0.05
H 0.0223 -4.1143 3.3406 0.08
H 2.1091 -2.7804 2.9516 0.05
H 1.4818 -2.6758 4.6067 0.08
H 0.1437 -0.4183 5.3979 0.09
H -0.8901 -0.4698 3.9572 0.02
H 0.9343 1.8671 4.6929 0.07
H -0.7737 1.8037 5.1084 0.08
H -2.4624 2.8589 1.9068 0.06
H -2.5317 2.9308 3.6610 0.08
H -4.0123 1.1714 2.8293 0.08
H -2.7248 0.4709 3.8051 0.06
H -3.9864 -1.8340 2.1206 0.08
H -2.6317 -1.7096 3.2366 0.05
H -2.5204 -2.8207 0.3829 0.04
H -2.5539 -3.7840 1.8473 0.08
O 4.0551 3.6523 -0.3021 -0.03
C 3.8500 2.4357 -0.3153 -0.67
O 3.3879 1.7331 0.6454 -0.33
C 4.1288 1.6368 -1.6710 -0.66
O 4.9437 2.1193 -2.4580 -0.02
O 3.4438 0.5663 -1.8234 -0.34
S -0.4263 6.0388 1.0895 1.08
C -0.4750 7.7353 0.9284 -0.41
C -1.2002 8.1227 -0.1581 -0.19
C -1.7123 7.0179 -0.8833 -0.13
C -1.3774 5.8143 -0.3269 -0.48
C -1.7223 4.4706 -0.8063 -0.19
C -0.9070 3.3632 -0.4834 -0.11
N -1.1603 2.1361 -0.8584 0.09
C -2.2309 1.8991 -1.6329 -0.16
C -3.1121 2.9197 -2.0197 -0.13
C -4.2573 2.6008 -2.8277 -0.03
C -4.4983 1.3340 -3.2205 -0.03
C -3.6109 0.2638 -2.8524 -0.13
C -3.8377 -1.0670 -3.2322 0.04
C -2.9481 -2.0499 -2.8635 -0.20
C -1.8274 -1.6503 -2.1040 -0.10
N -1.6024 -0.4216 -1.7159 0.11
C -2.4763 0.5370 -2.0726 -0.16
C -3.1385 -3.4555 -3.2441 -0.49
C -3.7158 -3.9525 -4.3777 -0.13
C -3.7334 -5.3714 -4.4156 -0.19
C -3.1613 -5.9282 -3.3136 -0.42
S -2.6119 -4.7357 -2.2193 1.06
C -2.8374 4.2235 -1.5732 0.04
H 0.0443 8.3600 1.6364 0.06
H -1.3391 9.1545 -0.4458 0.10
H -2.2751 7.1062 -1.8019 0.11
H -0.0079 3.5050 0.1135 0.10
H -4.9239 3.4057 -3.1145 0.11
H -5.3638 1.0975 -3.8282 0.11
H -4.7257 -1.3169 -3.8025 0.12
H -1.0821 -2.3899 -1.8163 0.11
H -4.0878 -3.3186 -5.1702 0.11
H -4.1372 -5.9500 -5.2337 0.10
H -3.0311 -6.9743 -3.0900 0.06
H -3.5185 5.0273 -1.8294 0.12
C 2.9039 -3.6378 -1.2242 -0.05
N 4.0439 -2.8460 -0.8310 -0.08
C 5.1203 -2.7237 -1.8047 -0.16
C 5.8689 -1.4243 -1.6142 -0.15
C 6.2456 -1.2893 -0.1523 -0.14
N 5.0555 -1.3776 0.6828 -0.06
C 4.9632 -0.5692 1.8904 -0.03
C 3.9667 -2.0907 0.3124 -0.50
O 2.9362 -2.1007 1.0127 -0.13
H 2.4779 -3.2612 -2.1609 0.09
H 2.1477 -3.5897 -0.4459 0.06
H 3.1967 -4.6822 -1.3789 0.09
H 4.6754 -2.7563 -2.8029 0.12
H 5.7975 -3.5865 -1.7189 0.12
H 5.2198 -0.5923 -1.8934 0.09
H 6.7602 -1.4062 -2.2437 0.12
H 6.7041 -0.3169 0.0245 0.12
H 6.9746 -2.0614 0.1366 0.12
H 5.6954 0.2321 1.8223 0.09
H 5.1522 -1.1635 2.7908 0.09
H 3.9882 -0.0941 1.9354 0.04


Record 5
79
Properties=species:S:1:pos:R:3:lowdin_charge:R:1 method="wB97M-V/def2-TZVPD" charge=+1 homo_lumo_gap_ev=5.947 e_above_lowest_kj_mol=0.0
C 7.4234 -1.8427 1.2508 -0.08
C 6.6170 -1.0288 2.0629 -0.07
C 5.2422 -0.9699 1.8334 -0.03
C 4.6669 -1.6498 0.7537 -0.21
C 3.1425 -1.5879 0.6256 -0.19
C 2.4688 -2.8159 1.2362 -0.16
C 1.1184 -2.6645 1.5454 -0.06
C 0.3996 -3.6815 2.1551 -0.09
C 1.0359 -4.8956 2.4395 -0.09
C 2.4012 -5.0548 2.1698 -0.06
C 3.1194 -4.0175 1.5528 -0.01
C 2.6329 -1.3416 -0.8030 -0.32
C 3.4212 -0.3138 -1.6345 -0.12
C 2.5021 -0.1118 -2.8457 -0.15
C 1.0983 -0.5594 -2.3912 -0.20
N 1.2490 -0.8810 -0.9600 -0.02
C 5.4776 -2.4230 -0.0888 -0.06
C 6.8502 -2.5348 0.1773 -0.07
H 8.4936 -1.9238 1.4480 0.10
H 7.0559 -0.4551 2.8794 0.10
H 4.6037 -0.3920 2.5049 0.11
H 2.8293 -0.7148 1.2173 0.14
H 0.6426 -1.7124 1.3039 0.07
H -0.6508 -3.5176 2.4082 0.10
H 0.4649 -5.7082 2.8905 0.10
H 2.9115 -5.9775 2.4567 0.11
H 4.1806 -4.1532 1.3249 0.11
H 2.7242 -2.3278 -1.3131 0.16
H 3.5341 0.6129 -1.0428 0.13
H 4.4137 -0.6967 -1.8843 0.11
H 2.5369 0.9052 -3.2250 0.10
H 2.7937 -0.7904 -3.6530 0.11
H 0.3017 0.1755 -2.5566 0.07
H 0.8196 -1.4674 -2.9641 0.12
H 0.5636 -1.5886 -0.6799 0.11
H 5.0393 -2.9701 -0.9322 0.12
H 7.4761 -3.1698 -0.4622 0.11
C -5.3049 5.4581 -3.6794 -0.02
N -4.1774 4.6024 -3.9357 -0.13
C -3.4946 4.6894 -5.2061 -0.12
C -2.2640 3.7630 -5.0265 -0.08
C -2.3511 3.2818 -3.6106 -0.14
C -3.5305 3.8123 -3.0404 -0.16
C -3.8878 3.5679 -1.7019 0.02
C -3.0173 2.8260 -0.9280 -0.01
C -1.8405 2.2095 -1.4794 -0.20
C -1.0653 1.2963 -0.6830 0.06
C -1.6478 0.5613 0.3769 -0.21
C -0.8526 0.2033 1.5069 0.03
C -1.4532 -0.2971 2.6440 -0.14
C -2.8664 -0.4245 2.6872 -0.16
N -3.2783 -0.7046 3.9456 -0.11
C -4.6519 -0.8046 4.3741 -0.02
C -2.1705 -0.8123 4.8790 -0.11
C -0.9071 -0.6429 3.9912 -0.08
C -3.6713 -0.1921 1.5570 0.02
C -3.0478 0.2022 0.3932 0.00
C -1.4968 2.5228 -2.8315 0.05
H -5.7080 5.2724 -2.6787 0.08
H -4.9974 6.5161 -3.7581 0.10
H -6.0862 5.2742 -4.4318 0.10
H -4.1605 4.3536 -6.0176 0.13
H -3.2061 5.7342 -5.4144 0.13
H -2.3096 2.9481 -5.7605 0.13
H -1.3372 4.3217 -5.2104 0.13
H -4.8220 3.9628 -1.3044 0.11
H -3.2477 2.6606 0.1245 0.12
H 0.0217 1.2811 -0.7924 0.12
H 0.2216 0.3975 1.4826 0.13
H -5.2943 -0.1857 3.7415 0.09
H -5.0123 -1.8408 4.3169 0.10
H -4.7348 -0.4672 5.4148 0.10
H -2.2247 -0.0183 5.6469 0.13
H -2.2013 -1.7820 5.3959 0.13
H -0.3308 -1.5823 3.9783 0.11
H -0.2433 0.1366 4.3881 0.13
H -4.7509 -0.3143 1.6258 0.11
H -3.6302 0.3289 -0.5226 0.13
H -0.5697 2.1308 -3.2574 0.12


These records have LUMO level values of 2.94, -2.56, 1.89, 1.43, -4.03 eV, in the order they appear.
These records have electronic energy values of -193330.129, -44242.764, -72843.503, -119743.088, -42445.647 eV, in the order they appear.